99
Properties=species:S:1:pos:R:3 method="wB97M-V/def2-TZVPD" total_charge=0 smiles=CC1(C)CCCC(C)(C)N1O.COC[C@H](C)N.COC[C@H](C)N.COC[C@H](C)N.CCO.CCO e_lumo_ev=0.3 orbital_gap_ev=8.41
C -13.966 1.638 -20.680
C -12.493 1.543 -20.300
C -12.235 0.545 -19.226
C -11.755 1.114 -21.561
C -11.458 2.138 -22.681
C -10.743 3.269 -22.002
C -11.604 3.948 -20.931
C -10.531 4.897 -20.338
C -12.683 4.828 -21.561
N -12.091 2.916 -19.981
O -12.789 3.494 -18.928
H -14.181 2.517 -21.289
H -14.282 0.744 -21.216
H -14.689 1.675 -19.865
H -11.167 0.459 -19.029
H -12.553 0.838 -18.225
H -12.567 -0.458 -19.496
H -10.853 0.604 -21.224
H -12.310 0.358 -22.117
H -10.853 1.755 -23.502
H -12.410 2.447 -23.111
H -10.242 3.908 -22.729
H -9.847 2.971 -21.457
H -9.575 4.417 -20.131
H -10.996 5.207 -19.402
H -10.239 5.779 -20.906
H -13.010 5.563 -20.825
H -13.600 4.303 -21.826
H -12.439 5.469 -22.409
H -12.152 3.326 -18.230
C -11.434 0.862 -10.236
O -10.465 1.807 -10.478
C -10.829 2.966 -11.186
C -9.635 3.890 -11.449
C -10.115 5.216 -11.981
N -8.711 3.230 -12.404
H -11.733 0.300 -11.121
H -12.343 1.303 -9.825
H -11.143 0.109 -9.503
H -11.275 2.776 -12.162
H -11.564 3.506 -10.589
H -9.114 3.960 -10.493
H -9.377 6.017 -11.951
H -10.822 5.865 -11.465
H -10.449 5.033 -13.003
H -7.761 3.519 -12.222
H -9.019 2.276 -12.280
C -18.148 1.272 -8.617
O -17.557 1.987 -9.688
C -18.400 3.052 -10.288
C -17.511 3.955 -11.236
C -16.901 3.279 -12.416
N -16.518 4.577 -10.458
H -18.675 2.037 -8.047
H -17.431 0.725 -8.006
H -18.812 0.510 -9.027
H -19.199 2.538 -10.823
H -18.860 3.572 -9.447
H -18.082 4.796 -11.629
H -15.997 3.589 -12.940
H -17.639 3.281 -13.217
H -16.806 2.203 -12.268
H -16.916 4.971 -9.617
H -15.929 3.901 -9.994
C -1.682 12.384 -18.261
O -2.321 11.722 -17.199
C -2.874 10.437 -17.399
C -3.536 9.941 -16.076
C -4.183 8.640 -16.325
N -4.569 10.950 -15.770
H -0.730 11.892 -18.465
H -1.419 13.414 -18.019
H -2.196 12.318 -19.220
H -3.608 10.451 -18.205
H -2.170 9.663 -17.705
H -2.780 9.838 -15.297
H -4.777 8.343 -15.460
H -3.519 7.777 -16.374
H -4.815 8.551 -17.208
H -4.086 11.823 -15.931
H -5.319 10.881 -16.444
C -13.053 3.883 -3.144
C -13.250 3.922 -4.660
O -14.542 4.260 -4.867
H -13.141 4.857 -2.663
H -12.008 3.692 -2.901
H -13.818 3.252 -2.692
H -13.034 2.910 -5.001
H -12.550 4.593 -5.160
H -15.034 3.558 -5.298
C -7.868 10.892 -8.459
C -6.854 10.955 -9.598
O -7.218 12.048 -10.450
H -7.525 10.259 -7.641
H -8.843 10.563 -8.819
H -8.028 11.853 -7.971
H -6.921 9.984 -10.089
H -5.794 11.055 -9.367
H -6.891 11.936 -11.345



21
Properties=species:S:1:pos:R:3 method="wB97M-V/def2-TZVPD" total_charge=0 de_lowest_kj_mol=466.1 e_lumo_ev=0.5 orbital_gap_ev=8.47
C -1.840 1.414 0.094
C -2.431 0.355 -0.580
C -1.452 -0.678 -0.934
C -0.120 -0.815 -0.672
C 0.690 -1.982 -0.927
C 1.886 -2.128 -0.262
C 2.398 -0.986 0.466
C 1.726 0.043 0.574
C 0.383 0.177 0.164
C -0.461 1.308 0.381
H -3.418 3.032 -0.322
H -2.391 2.897 1.617
H -3.389 0.499 -0.961
H -1.889 -1.430 -1.606
H 0.315 -2.897 -1.406
H 2.574 -3.019 -0.340
H 4.042 -0.241 1.158
H 2.241 0.874 1.099
H -0.059 2.003 1.076
N -2.362 2.874 0.261
O 3.555 -1.302 1.119



45
Properties=species:S:1:pos:R:3 method="wB97M-V/def2-TZVPD" spin_multiplicity=6 total_charge=+2 e_lumo_ev="-6.0 / -10.2" orbital_gap_ev="8.42 / 4.47"
Ir -1.355 0.592 1.138
C 1.735 -0.903 3.776
C 0.512 -0.274 3.554
N 0.294 -0.144 2.246
N 1.359 -0.681 1.606
C 2.236 -1.143 2.520
B 1.410 -0.698 0.069
N 0.249 -1.579 -0.460
C 0.127 -2.674 -1.244
C -1.202 -3.006 -1.360
C -1.866 -2.040 -0.611
N -0.994 -1.190 -0.083
N 1.214 0.740 -0.475
C 1.970 1.507 -1.284
C 1.362 2.736 -1.434
C 0.203 2.648 -0.675
N 0.120 1.443 -0.112
N 2.860 -1.147 -0.317
C 3.386 -2.132 -0.961
C 4.829 -1.952 -0.948
C 5.026 -0.767 -0.207
N 3.881 -0.279 0.188
H 2.185 -1.144 4.723
H -0.207 0.080 4.272
H 3.163 -1.616 2.242
H 0.963 -3.164 -1.703
H -1.629 -3.828 -1.910
H -2.924 -1.922 -0.435
H 2.886 1.149 -1.723
H 1.711 3.574 -2.014
H -0.571 3.383 -0.517
H 2.826 -2.935 -1.406
H 5.571 -2.614 -1.373
H 5.954 -0.281 0.056
Cl -1.973 0.777 -2.372
C -3.179 1.359 -1.299
C -2.954 1.285 0.111
C -4.021 1.753 0.898
Cl -2.421 0.905 3.096
C -5.197 2.262 0.511
Cl -6.395 2.784 1.601
C -5.381 2.338 -0.902
Cl -6.795 2.966 -1.518
C -4.351 1.871 -1.793
Cl -4.616 1.960 -3.468



186
Properties=species:S:1:pos:R:3 method="wB97M-V/def2-TZVPD" spin_multiplicity=2 total_charge=+1 e_lumo_ev="-2.2 / -9.3" orbital_gap_ev="9.21 / 2.06"
C 5.222 -2.199 5.234
C 4.761 -2.272 3.814
O 3.454 -2.774 3.710
C 2.789 -2.702 2.572
O 3.185 -2.061 1.554
C 1.371 -3.427 2.666
F 1.007 -3.819 1.466
F 1.412 -4.465 3.537
F 0.464 -2.680 3.156
H 6.295 -2.006 5.243
H 5.101 -3.181 5.691
H 4.741 -1.411 5.814
H 5.348 -3.009 3.266
H 4.922 -1.347 3.262
C -6.846 1.024 -0.370
C -6.765 1.803 -1.705
O -5.824 1.194 -2.571
C -5.258 1.812 -3.599
O -5.397 3.019 -3.814
C -4.546 0.875 -4.493
F -3.277 1.133 -4.484
F -4.867 -0.370 -4.153
F -4.897 1.090 -5.775
H -5.816 0.887 -0.039
H -7.366 0.080 -0.532
H -7.440 1.420 0.454
H -6.501 2.817 -1.403
H -7.746 1.855 -2.177
C 0.466 -1.628 -1.193
C -0.059 -0.228 -1.579
O -1.321 -0.102 -0.940
C -1.607 0.780 -0.020
O -0.777 1.495 0.603
C -3.135 0.894 0.196
F -3.569 2.073 -0.336
F -3.782 -0.076 -0.414
F -3.429 0.961 1.459
H 1.377 -1.807 -1.764
H -0.288 -2.400 -1.341
H 0.825 -1.653 -0.164
H 0.010 -0.279 -2.665
H 0.522 0.617 -1.210
C 4.490 -1.861 -1.717
C 4.956 -3.095 -0.935
O 6.372 -3.306 -1.004
C 7.170 -2.751 -0.099
O 6.782 -1.985 0.759
C 8.613 -3.282 -0.019
F 9.502 -2.382 -0.595
F 8.956 -3.443 1.228
F 8.682 -4.481 -0.664
H 5.080 -0.952 -1.596
H 3.574 -1.465 -1.279
H 4.258 -2.028 -2.769
H 4.549 -3.998 -1.389
H 4.512 -3.155 0.059
C -2.928 4.302 2.788
C -4.275 4.433 3.440
O -4.163 5.311 4.571
P -5.317 5.395 5.638
O -5.890 4.107 6.128
O -6.272 6.531 5.037
C -7.446 6.826 5.763
C -7.564 8.291 6.317
O -4.526 6.164 6.811
C -3.402 5.640 7.480
C -2.357 6.692 7.380
H -2.323 3.681 3.448
H -3.050 3.732 1.867
H -2.407 5.226 2.538
H -5.012 4.752 2.703
H -4.627 3.487 3.852
H -8.226 6.710 5.010
H -7.788 6.175 6.568
H -6.954 8.322 7.221
H -7.266 9.099 5.649
H -8.586 8.570 6.574
H -3.585 5.375 8.521
H -2.949 4.790 6.969
H -2.182 7.106 6.387
H -2.754 7.493 8.005
H -1.381 6.385 7.755
C -6.564 -3.263 -1.133
C -5.573 -3.865 -2.123
O -4.216 -3.478 -1.903
P -2.902 -4.366 -2.253
O -3.184 -5.820 -2.485
O -2.085 -3.609 -3.389
C -2.712 -3.282 -4.592
C -1.640 -2.844 -5.603
O -2.033 -4.054 -0.911
C -2.582 -4.372 0.350
C -2.805 -3.034 1.002
H -6.219 -3.403 -0.109
H -6.690 -2.208 -1.378
H -7.526 -3.775 -1.132
H -5.684 -4.944 -2.014
H -5.790 -3.625 -3.164
H -3.319 -4.103 -4.974
H -3.429 -2.478 -4.423
H -0.782 -3.516 -5.581
H -2.018 -2.825 -6.626
H -1.089 -1.949 -5.314
H -3.559 -4.842 0.242
H -1.834 -4.873 0.964
H -1.785 -2.650 1.033
H -3.464 -2.434 0.375
H -3.158 -3.175 2.024
C 1.553 0.437 3.798
C 0.083 0.501 3.909
O -0.383 1.794 4.344
P -0.819 2.257 5.884
O -1.152 3.696 6.005
O -1.972 1.220 6.362
C -3.218 0.998 5.692
C -4.027 -0.117 6.424
O 0.471 1.815 6.801
C 1.442 2.727 7.280
C 2.710 2.602 6.463
H 1.921 0.330 4.819
H 1.862 -0.356 3.118
H 1.927 1.333 3.303
H -0.464 0.307 2.987
H -0.270 -0.279 4.584
H -3.784 1.928 5.634
H -3.178 0.716 4.639
H -3.541 -1.085 6.305
H -4.172 0.102 7.482
H -5.004 -0.296 5.974
H 1.126 3.765 7.175
H 1.608 2.495 8.332
H 2.482 2.645 5.398
H 3.498 3.325 6.678
H 3.133 1.635 6.735
C 7.559 5.375 -5.689
C 7.315 4.070 -5.028
O 5.956 3.816 -4.630
P 5.234 4.854 -3.543
O 5.965 4.893 -2.227
O 4.965 6.285 -4.256
C 4.208 6.367 -5.509
C 2.770 6.674 -5.136
O 3.779 4.218 -3.377
C 3.203 4.015 -2.140
C 3.075 2.482 -2.066
H 7.205 5.539 -6.707
H 7.241 6.224 -5.084
H 8.645 5.364 -5.780
H 7.728 3.329 -5.712
H 7.936 4.001 -4.135
H 4.597 7.159 -6.149
H 4.317 5.434 -6.062
H 2.660 7.674 -4.716
H 1.989 6.606 -5.893
H 2.327 6.014 -4.390
H 3.801 4.557 -1.408
H 2.213 4.468 -2.086
H 4.014 1.933 -2.149
H 2.601 2.233 -1.117
H 2.488 2.077 -2.890
C 0.985 -6.472 -1.745
C 1.159 -5.294 -2.709
O 2.463 -5.363 -3.264
P 2.973 -6.147 -4.571
O 4.451 -6.177 -4.685
O 2.277 -5.390 -5.820
C 2.654 -4.111 -6.210
C 2.697 -4.071 -7.722
O 2.218 -7.594 -4.473
C 2.212 -8.471 -5.524
C 3.358 -9.441 -5.419
H 1.685 -6.232 -0.946
H 0.021 -6.366 -1.247
H 1.023 -7.477 -2.166
H 0.397 -5.493 -3.462
H 1.105 -4.316 -2.230
H 1.923 -3.468 -5.719
H 3.663 -3.807 -5.931
H 1.745 -4.283 -8.208
H 2.943 -3.075 -8.089
H 3.593 -4.632 -7.988
H 1.303 -9.046 -5.702
H 2.342 -7.983 -6.490
H 4.260 -8.856 -5.600
H 3.311 -9.896 -4.430
H 3.232 -10.250 -6.138



no.,E_tot (eV)
1,-45201.4558
2,-14048.8679
3,-96890.2961
4,-185627.9793